The following is a DFT calculation (ωB97M-V/def2-TZVPD) of a structure of composition C35H41CsF5N6O4PS2Te.

The geometry in ORCA input format:
```
! wB97M-V def2-TZVPD RIJCOSX def2/J DEFGRID3
* xyz -2 1
Cs 1.159 0.380 0.938
O -0.153 1.871 -2.012
N -0.850 0.755 -1.636
C -0.416 -0.315 -2.164
C -1.059 -1.588 -1.754
C -1.984 -1.556 -0.705
C -2.612 -2.713 -0.284
C -2.327 -3.923 -0.896
C -1.377 -3.978 -1.904
C -0.729 -2.824 -2.342
P 0.674 -2.874 -3.530
C 0.569 -4.612 -4.125
C 1.358 -5.649 -3.632
C 1.238 -6.935 -4.142
C 0.322 -7.206 -5.148
C -0.471 -6.181 -5.648
C -0.339 -4.896 -5.146
C 2.111 -2.994 -2.388
C 2.005 -3.186 -1.015
C 3.145 -3.243 -0.216
C 4.399 -3.114 -0.784
C 4.518 -2.931 -2.155
C 3.384 -2.860 -2.946
H -0.517 2.599 -1.431
H 0.417 -0.293 -2.863
H -2.187 -0.620 -0.197
H -3.293 -2.663 0.556
H -2.806 -4.834 -0.557
H -1.123 -4.933 -2.342
H 2.065 -5.445 -2.837
H 1.859 -7.729 -3.745
H 0.227 -8.211 -5.543
H -1.188 -6.384 -6.434
H -0.951 -4.094 -5.545
H 1.037 -3.285 -0.539
H 3.024 -3.361 0.852
H 5.285 -3.109 -0.162
H 5.496 -2.790 -2.593
H 3.480 -2.679 -4.012
O -2.614 0.377 2.758
C -1.802 1.336 2.782
O -1.118 1.742 1.816
C -1.662 2.089 4.096
C -2.851 2.551 4.658
C -2.877 3.299 5.825
C -1.667 3.566 6.460
C -0.484 3.088 5.929
C -0.421 2.336 4.735
S 1.146 1.752 4.204
H -3.775 2.300 4.148
H -3.815 3.659 6.232
H -1.647 4.144 7.379
H 0.455 3.283 6.433
C -0.542 5.267 -2.453
N -0.060 5.799 -1.193
C 1.299 6.311 -1.307
C -0.314 4.993 -0.067
N -0.803 3.823 -0.221
N 0.035 5.591 1.131
C -0.300 6.986 1.342
C -0.064 4.796 2.346
H -0.493 6.062 -3.201
H -1.570 4.933 -2.344
H 0.053 4.416 -2.805
H 1.984 5.544 -1.692
H 1.667 6.634 -0.338
H 1.312 7.161 -1.994
H -1.015 3.324 0.648
H -0.272 7.538 0.407
H 0.412 7.430 2.042
H -1.305 7.089 1.776
H -1.102 4.679 2.679
H 0.501 5.293 3.135
H 0.356 3.802 2.217
S 0.195 -2.990 2.178
C -0.199 -2.454 3.747
N 0.573 -2.857 4.787
C 0.580 -2.244 6.115
C -0.263 -0.982 6.125
C -1.554 -1.241 5.370
N -1.249 -1.698 4.022
H 1.395 -3.348 4.481
H 1.614 -2.012 6.378
H 0.203 -2.965 6.851
H 0.262 -0.158 5.637
H -0.479 -0.691 7.155
H -2.147 -0.334 5.270
H -2.160 -1.996 5.888
H -1.759 -1.233 3.268
F 5.605 1.805 -1.394
Te 5.118 0.650 0.007
F 6.231 -0.659 -0.771
F 6.740 1.226 0.757
F 5.030 -0.414 1.555
F 4.415 2.111 0.961
O 3.562 0.131 -0.668
*
```

Properties
E_HOMO: -1.6343 eV
max |F|: 0.4 eV/Å
energy relative to the best compared isomer or geometry (same formula, charge and spin): 0.0 kJ/mol
total energy: -3913.2274 a.u.
M: 1060.4 g mol⁻¹



The following is a DFT calculation (ωB97M-V/def2-TZVPD) of an isolated molecule of C6H9N in a non-equilibrium geometry.

The geometry in ORCA input format:
```
! wB97M-V def2-TZVPD RIJCOSX def2/J DEFGRID3
* xyz 0 1
C -1.864 -0.018 -0.024
C -0.449 0.332 -0.494
C 0.587 0.392 0.666
C 1.265 -0.979 0.796
C 1.628 -1.615 -0.491
C -0.426 1.580 -1.272
N -0.363 2.559 -1.887
H -2.522 -0.200 -0.878
H -2.287 0.791 0.578
H -1.833 -0.928 0.586
H 0.081 0.684 1.595
H 1.339 1.159 0.454
H 2.284 -0.874 1.231
H 0.728 -1.658 1.470
H 1.974 -0.767 -1.131
H -0.140 -0.457 -1.199
*
```

Properties
E_HOMO (alpha / beta): -9.1562 / -9.1501 eV
max |F|: 1.1 eV/Å
energy relative to the best compared isomer or geometry (same formula, charge and spin): 437.7 kJ/mol
total energy: -288.6153 a.u.
M: 95.1 g mol⁻¹



The following is a DFT calculation (ωB97M-V/def2-TZVPD) of a cluster of 3 separate species, C29H36F3IN4O2S in total in a non-equilibrium geometry.

The geometry in ORCA input format:
```
! wB97M-V def2-TZVPD RIJCOSX def2/J DEFGRID3
* xyz 0 1
C -0.246 7.008 -4.410
C -0.267 6.512 -2.894
O -1.602 6.639 -2.405
C -1.838 5.751 -1.278
C -2.947 4.686 -1.599
C -3.136 3.585 -0.485
C -2.313 2.244 -0.828
C -1.708 1.715 0.543
C -1.412 0.167 0.540
N -2.115 -0.583 1.433
C -1.773 -1.934 1.406
C -2.454 -2.852 2.384
C -3.530 -2.336 3.422
C -3.182 -2.775 4.908
O -2.114 -3.155 5.274
I -4.760 -2.653 6.410
C -2.151 -4.290 2.459
C -1.117 -4.831 1.518
C -0.696 -6.344 1.555
F -0.218 -6.737 2.788
F 0.272 -6.612 0.597
F -1.830 -7.104 1.310
C -0.474 -3.947 0.563
C -0.768 -2.468 0.468
N -0.038 -1.748 -0.476
C -0.396 -0.438 -0.392
C 0.366 0.564 -1.360
S 2.129 -0.070 -1.411
C 3.042 0.764 -2.793
C 2.040 1.597 -3.688
H -1.143 6.562 -4.935
H 0.708 6.708 -4.936
H -0.338 8.126 -4.420
H 0.091 5.438 -2.918
H 0.499 7.109 -2.324
H -0.863 5.267 -0.991
H -2.137 6.435 -0.424
H -2.628 4.152 -2.549
H -3.909 5.211 -1.863
H -4.222 3.294 -0.363
H -2.776 3.940 0.524
H -1.453 2.603 -1.475
H -2.951 1.498 -1.368
H -2.485 1.922 1.336
H -0.794 2.304 0.864
H -3.632 -1.220 3.359
H -4.528 -2.812 3.176
H -2.661 -4.973 3.186
H 0.305 -4.373 -0.125
H 0.422 1.602 -0.947
H -0.122 0.517 -2.378
H 3.796 1.458 -2.314
H 3.553 -0.051 -3.388
H 2.669 2.160 -4.444
H 1.305 0.924 -4.207
H 1.520 2.374 -3.062
C 2.697 4.145 2.877
C 2.185 3.173 1.980
C 1.477 2.264 2.724
N 1.546 2.647 4.036
C 2.284 3.796 4.137
H 3.300 5.004 2.627
H 2.319 3.143 0.909
H 0.933 1.378 2.435
H 1.120 2.160 4.806
H 2.451 4.262 5.095
C 4.759 -8.330 -0.906
C 3.809 -8.201 -1.952
C 2.698 -7.595 -1.421
N 2.939 -7.359 -0.095
C 4.194 -7.799 0.226
H 5.745 -8.763 -0.975
H 3.927 -8.515 -2.977
H 1.759 -7.314 -1.872
H 2.294 -6.928 0.543
H 4.575 -7.698 1.229
*
```

Properties
E_HOMO: -8.0442 eV
max |F|: 4.5 eV/Å
total energy: -2491.5097 a.u.
M: 688.6 g mol⁻¹
SMILES string: CCOCCCCCc1nc2c(CC(=O)I)cc(C(F)(F)F)cc2nc1CSCC.c1cc[nH]c1.c1cc[nH]c1



The following is a DFT calculation (ωB97M-V/def2-TZVPD) of an isolated molecule of C2H3NO2S in a non-equilibrium geometry.

The geometry in ORCA input format:
```
! wB97M-V def2-TZVPD RIJCOSX def2/J DEFGRID3
* xyz 0 1
C 0.961 0.155 -0.979
C 0.266 0.005 0.290
N -0.415 0.450 -0.898
O 1.750 1.091 -3.415
O 1.611 -0.875 -1.631
S 2.311 0.611 -2.163
H 0.190 -0.943 0.607
H 0.336 0.822 1.059
H -0.957 -0.179 -1.458
*
```

Properties
E_HOMO: -9.5777 eV
max |F|: 4.6 eV/Å
energy relative to the best compared isomer or geometry (same formula, charge and spin): 396.2 kJ/mol
total energy: -681.3084 a.u.
M: 105.1 g mol⁻¹



The following is a DFT calculation (ωB97M-V/def2-TZVPD) of a cluster of 2 separate species, C5H8FNO2 in total in a non-equilibrium geometry.

The geometry in ORCA input format:
```
! wB97M-V def2-TZVPD RIJCOSX def2/J DEFGRID3
* xyz 0 1
C -0.004 0.091 -0.381
C 2.055 0.030 0.767
C 2.553 -0.080 -0.691
C -2.588 1.545 -0.495
C -2.217 0.131 -0.153
N 0.438 0.829 -1.302
O 0.670 -0.336 0.765
O 1.812 0.890 -1.526
F -2.505 -0.807 -1.097
H 2.670 -0.518 1.485
H 2.131 1.036 1.112
H 3.536 0.288 -0.677
H 2.329 -1.128 -1.096
H -3.526 1.678 -0.743
H -2.369 2.230 0.251
H -1.892 1.766 -1.437
H -2.459 -0.402 0.848
*
```

Properties
E_HOMO: -8.8627 eV
max |F|: 6.8 eV/Å
energy relative to the best compared isomer or geometry (same formula, charge and spin): 514.3 kJ/mol
total energy: -500.2138 a.u.
M: 133.1 g mol⁻¹



The following is a DFT calculation (ωB97M-V/def2-TZVPD) of a cluster of 3 separate species, C10H21Cl2FNO10S3 in total in a non-equilibrium geometry.

The geometry in ORCA input format:
```
! wB97M-V def2-TZVPD RIJCOSX def2/J DEFGRID3
* xyz -1 1
C 4.492 2.081 -0.467
C 3.380 3.177 -0.721
Cl 3.199 3.325 -2.552
C 1.958 2.678 -0.108
Cl 1.311 4.086 0.835
N 1.111 2.242 -1.248
C 1.176 0.730 -1.333
O 1.506 0.192 -2.388
O 0.850 0.002 -0.307
S -0.535 2.634 -1.073
O -1.250 1.775 -2.015
O -0.833 4.014 -1.450
F -1.143 2.252 0.403
H 5.529 2.467 -0.655
H 4.271 1.244 -1.182
H 4.434 1.673 0.583
H 3.663 4.193 -0.352
H 2.218 1.820 0.571
O 3.881 -1.320 2.181
S 2.575 -1.223 2.771
O 1.922 0.041 2.946
O 2.586 -1.997 4.188
C 3.550 -1.604 5.166
C 3.193 -0.278 5.814
C 1.475 -2.301 1.915
H 4.549 -1.572 4.724
H 3.559 -2.384 5.929
H 3.239 0.539 5.093
H 3.886 -0.047 6.626
H 2.176 -0.304 6.208
H 1.946 -3.276 1.808
H 1.284 -1.860 0.931
H 0.545 -2.373 2.476
O -7.033 -1.092 -2.358
S -6.074 -1.922 -3.030
O -5.503 -3.074 -2.397
O -4.898 -1.003 -3.606
C -4.177 -0.153 -2.692
C -3.220 -0.936 -1.817
C -6.743 -2.423 -4.588
H -4.874 0.434 -2.089
H -3.608 0.550 -3.301
H -3.758 -1.605 -1.142
H -2.616 -0.262 -1.210
H -2.560 -1.555 -2.427
H -7.151 -1.552 -5.096
H -7.532 -3.148 -4.390
H -5.954 -2.887 -5.176
*
```

Properties
E_HOMO: -5.4328 eV
max |F|: 5.9 eV/Å
total energy: -3415.6185 a.u.
M: 501.4 g mol⁻¹



The following is a DFT calculation (ωB97M-V/def2-TZVPD) of a structure of composition C25H24FN4Pd.

The geometry in ORCA input format:
```
! wB97M-V def2-TZVPD RIJCOSX def2/J DEFGRID3
* xyz 1 3
Pd 0.434 0.027 -0.605
C -1.494 1.488 1.358
N -1.054 0.095 1.319
C -2.121 -0.837 0.957
C -1.611 -2.110 0.312
C -2.304 -3.302 0.462
C -1.848 -4.433 -0.191
C -0.701 -4.348 -0.966
C -0.065 -3.125 -1.060
N -0.514 -2.028 -0.443
C -0.332 -0.308 2.532
C 1.132 -0.692 2.370
C 1.851 -1.093 3.489
C 3.180 -1.440 3.344
C 3.762 -1.381 2.084
C 2.979 -0.974 1.023
N 1.690 -0.636 1.167
C -0.373 2.480 1.120
C -0.438 3.754 1.664
C 0.568 4.661 1.380
C 1.623 4.265 0.571
C 1.617 2.976 0.074
N 0.637 2.104 0.333
H -1.981 1.732 2.309
H -2.237 1.632 0.573
H -2.776 -0.342 0.240
H -2.737 -1.105 1.822
H -3.189 -3.338 1.086
H -2.376 -5.372 -0.090
H -0.303 -5.210 -1.484
H 0.840 -3.005 -1.642
H -0.845 -1.156 2.993
H -0.378 0.503 3.264
H 1.372 -1.131 4.460
H 3.759 -1.755 4.203
H 4.799 -1.645 1.929
H 3.375 -0.909 0.018
H -1.269 4.027 2.303
H 0.533 5.662 1.789
H 2.436 4.937 0.332
H 2.421 2.615 -0.555
F -3.538 1.353 -4.247
C -2.301 1.046 -3.820
C -1.496 2.050 -3.319
C -0.227 1.729 -2.878
C 0.269 0.395 -2.913
C 1.594 0.066 -2.459
C -0.602 -0.584 -3.472
C -1.867 -0.268 -3.911
H -1.865 3.068 -3.291
H 0.419 2.511 -2.502
H 2.320 0.868 -2.400
H 2.001 -0.894 -2.750
H -0.250 -1.605 -3.548
H -2.522 -1.017 -4.336
*
```

Properties
E_HOMO (alpha / beta): -9.0064 / -10.8610 eV
max |F|: 0.5 eV/Å
energy relative to the best compared isomer or geometry (same formula, charge and spin): 14.8 kJ/mol
total energy: -1413.6155 a.u.
⟨S²⟩: 2.037
M: 505.9 g mol⁻¹



The following is a DFT calculation (ωB97M-V/def2-TZVPD) of a cluster of 2 separate species, C3H5O2Se in total in a non-equilibrium geometry.

The geometry in ORCA input format:
```
! wB97M-V def2-TZVPD RIJCOSX def2/J DEFGRID3
* xyz -1 1
C -3.795 0.144 -0.638
C -1.223 -2.084 -1.003
C -1.951 0.573 0.408
O -3.587 -0.620 -1.528
O -4.704 0.732 -0.104
Se -0.572 -0.855 0.449
H -1.235 -1.394 -1.815
H -0.331 -2.682 -1.086
H -2.101 -2.696 -0.865
H -2.195 0.826 1.550
H -1.594 1.492 -0.279
*
```

Properties
E_HOMO: -3.2524 eV
max |F|: 2.8 eV/Å
energy relative to the best compared isomer or geometry (same formula, charge and spin): 124.9 kJ/mol
total energy: -2669.2133 a.u.
M: 152.0 g mol⁻¹



Which value of M does entry 3 give? 688.6 g mol⁻¹



Repeat the third record exactly.
The following is a DFT calculation (ωB97M-V/def2-TZVPD) of a cluster of 3 separate species, C29H36F3IN4O2S in total in a non-equilibrium geometry.

The geometry in ORCA input format:
```
! wB97M-V def2-TZVPD RIJCOSX def2/J DEFGRID3
* xyz 0 1
C -0.246 7.008 -4.410
C -0.267 6.512 -2.894
O -1.602 6.639 -2.405
C -1.838 5.751 -1.278
C -2.947 4.686 -1.599
C -3.136 3.585 -0.485
C -2.313 2.244 -0.828
C -1.708 1.715 0.543
C -1.412 0.167 0.540
N -2.115 -0.583 1.433
C -1.773 -1.934 1.406
C -2.454 -2.852 2.384
C -3.530 -2.336 3.422
C -3.182 -2.775 4.908
O -2.114 -3.155 5.274
I -4.760 -2.653 6.410
C -2.151 -4.290 2.459
C -1.117 -4.831 1.518
C -0.696 -6.344 1.555
F -0.218 -6.737 2.788
F 0.272 -6.612 0.597
F -1.830 -7.104 1.310
C -0.474 -3.947 0.563
C -0.768 -2.468 0.468
N -0.038 -1.748 -0.476
C -0.396 -0.438 -0.392
C 0.366 0.564 -1.360
S 2.129 -0.070 -1.411
C 3.042 0.764 -2.793
C 2.040 1.597 -3.688
H -1.143 6.562 -4.935
H 0.708 6.708 -4.936
H -0.338 8.126 -4.420
H 0.091 5.438 -2.918
H 0.499 7.109 -2.324
H -0.863 5.267 -0.991
H -2.137 6.435 -0.424
H -2.628 4.152 -2.549
H -3.909 5.211 -1.863
H -4.222 3.294 -0.363
H -2.776 3.940 0.524
H -1.453 2.603 -1.475
H -2.951 1.498 -1.368
H -2.485 1.922 1.336
H -0.794 2.304 0.864
H -3.632 -1.220 3.359
H -4.528 -2.812 3.176
H -2.661 -4.973 3.186
H 0.305 -4.373 -0.125
H 0.422 1.602 -0.947
H -0.122 0.517 -2.378
H 3.796 1.458 -2.314
H 3.553 -0.051 -3.388
H 2.669 2.160 -4.444
H 1.305 0.924 -4.207
H 1.520 2.374 -3.062
C 2.697 4.145 2.877
C 2.185 3.173 1.980
C 1.477 2.264 2.724
N 1.546 2.647 4.036
C 2.284 3.796 4.137
H 3.300 5.004 2.627
H 2.319 3.143 0.909
H 0.933 1.378 2.435
H 1.120 2.160 4.806
H 2.451 4.262 5.095
C 4.759 -8.330 -0.906
C 3.809 -8.201 -1.952
C 2.698 -7.595 -1.421
N 2.939 -7.359 -0.095
C 4.194 -7.799 0.226
H 5.745 -8.763 -0.975
H 3.927 -8.515 -2.977
H 1.759 -7.314 -1.872
H 2.294 -6.928 0.543
H 4.575 -7.698 1.229
*
```

Properties
E_HOMO: -8.0442 eV
max |F|: 4.5 eV/Å
total energy: -2491.5097 a.u.
M: 688.6 g mol⁻¹
SMILES string: CCOCCCCCc1nc2c(CC(=O)I)cc(C(F)(F)F)cc2nc1CSCC.c1cc[nH]c1.c1cc[nH]c1



Copy entry 1 word for word.
The following is a DFT calculation (ωB97M-V/def2-TZVPD) of a structure of composition C35H41CsF5N6O4PS2Te.

The geometry in ORCA input format:
```
! wB97M-V def2-TZVPD RIJCOSX def2/J DEFGRID3
* xyz -2 1
Cs 1.159 0.380 0.938
O -0.153 1.871 -2.012
N -0.850 0.755 -1.636
C -0.416 -0.315 -2.164
C -1.059 -1.588 -1.754
C -1.984 -1.556 -0.705
C -2.612 -2.713 -0.284
C -2.327 -3.923 -0.896
C -1.377 -3.978 -1.904
C -0.729 -2.824 -2.342
P 0.674 -2.874 -3.530
C 0.569 -4.612 -4.125
C 1.358 -5.649 -3.632
C 1.238 -6.935 -4.142
C 0.322 -7.206 -5.148
C -0.471 -6.181 -5.648
C -0.339 -4.896 -5.146
C 2.111 -2.994 -2.388
C 2.005 -3.186 -1.015
C 3.145 -3.243 -0.216
C 4.399 -3.114 -0.784
C 4.518 -2.931 -2.155
C 3.384 -2.860 -2.946
H -0.517 2.599 -1.431
H 0.417 -0.293 -2.863
H -2.187 -0.620 -0.197
H -3.293 -2.663 0.556
H -2.806 -4.834 -0.557
H -1.123 -4.933 -2.342
H 2.065 -5.445 -2.837
H 1.859 -7.729 -3.745
H 0.227 -8.211 -5.543
H -1.188 -6.384 -6.434
H -0.951 -4.094 -5.545
H 1.037 -3.285 -0.539
H 3.024 -3.361 0.852
H 5.285 -3.109 -0.162
H 5.496 -2.790 -2.593
H 3.480 -2.679 -4.012
O -2.614 0.377 2.758
C -1.802 1.336 2.782
O -1.118 1.742 1.816
C -1.662 2.089 4.096
C -2.851 2.551 4.658
C -2.877 3.299 5.825
C -1.667 3.566 6.460
C -0.484 3.088 5.929
C -0.421 2.336 4.735
S 1.146 1.752 4.204
H -3.775 2.300 4.148
H -3.815 3.659 6.232
H -1.647 4.144 7.379
H 0.455 3.283 6.433
C -0.542 5.267 -2.453
N -0.060 5.799 -1.193
C 1.299 6.311 -1.307
C -0.314 4.993 -0.067
N -0.803 3.823 -0.221
N 0.035 5.591 1.131
C -0.300 6.986 1.342
C -0.064 4.796 2.346
H -0.493 6.062 -3.201
H -1.570 4.933 -2.344
H 0.053 4.416 -2.805
H 1.984 5.544 -1.692
H 1.667 6.634 -0.338
H 1.312 7.161 -1.994
H -1.015 3.324 0.648
H -0.272 7.538 0.407
H 0.412 7.430 2.042
H -1.305 7.089 1.776
H -1.102 4.679 2.679
H 0.501 5.293 3.135
H 0.356 3.802 2.217
S 0.195 -2.990 2.178
C -0.199 -2.454 3.747
N 0.573 -2.857 4.787
C 0.580 -2.244 6.115
C -0.263 -0.982 6.125
C -1.554 -1.241 5.370
N -1.249 -1.698 4.022
H 1.395 -3.348 4.481
H 1.614 -2.012 6.378
H 0.203 -2.965 6.851
H 0.262 -0.158 5.637
H -0.479 -0.691 7.155
H -2.147 -0.334 5.270
H -2.160 -1.996 5.888
H -1.759 -1.233 3.268
F 5.605 1.805 -1.394
Te 5.118 0.650 0.007
F 6.231 -0.659 -0.771
F 6.740 1.226 0.757
F 5.030 -0.414 1.555
F 4.415 2.111 0.961
O 3.562 0.131 -0.668
*
```

Properties
E_HOMO: -1.6343 eV
max |F|: 0.4 eV/Å
energy relative to the best compared isomer or geometry (same formula, charge and spin): 0.0 kJ/mol
total energy: -3913.2274 a.u.
M: 1060.4 g mol⁻¹



Number 7 is which compound? C25H24FN4Pd